Entry 1:
Molecular formula: C36H36IrN3O7SSbSe
Method: DFT, ωB97M-V/def2-TZVPD

Computed properties:
E_HOMO (alpha / beta): -1.2691 / -1.3319 eV
energy above the lowest of the compared OMol25 structures with the same formula, charge and spin: 23.3 kJ/mol
gap between HOMO and LUMO (alpha / beta): 5.7 / 5.7 eV
⟨S²⟩: 0.7903

Structure (ORCA input):
```
! RIJCOSX wB97M-V def2-TZVPD def2/J DEFGRID3
* xyz -2 2
Ir -0.71 -0.14 0.88
S -2.49 -1.59 0.67
Sb -0.63 -2.44 -0.40
C 1.12 -1.39 -1.08
C 2.41 -1.73 -0.80
C 3.48 -0.85 -1.04
C 3.19 0.49 -1.41
C 1.92 0.92 -1.62
C 0.74 -0.02 -1.63
C -1.49 -2.38 -2.44
C -2.27 -1.31 -2.86
C -2.87 -1.27 -4.11
C -2.71 -2.34 -4.98
C -1.97 -3.44 -4.58
C -1.36 -3.45 -3.33
C -0.15 -4.50 -0.66
C -1.04 -5.45 -0.18
C -0.75 -6.81 -0.29
C 0.43 -7.22 -0.88
C 1.33 -6.28 -1.36
C 1.04 -4.92 -1.25
H 2.61 -2.69 -0.32
H 4.50 -1.15 -0.85
H 4.00 1.21 -1.45
H 1.73 1.97 -1.75
H 0.41 -0.14 -2.68
H -2.46 -0.50 -2.18
H -3.46 -0.41 -4.40
H -3.18 -2.33 -5.96
H -1.85 -4.29 -5.24
H -0.78 -4.32 -3.05
H -1.95 -5.13 0.31
H -1.45 -7.54 0.10
H 0.66 -8.28 -0.95
H 2.26 -6.59 -1.82
H 1.74 -4.19 -1.64
O 1.48 0.10 1.44
C 2.11 0.19 2.48
C 3.56 -0.24 2.53
C 4.40 0.99 2.17
C 4.14 2.25 3.00
C 2.81 2.97 2.69
C 1.57 2.35 3.35
N 1.70 0.92 3.58
H 3.72 -1.05 1.82
H 3.79 -0.60 3.53
H 4.21 1.23 1.12
H 5.46 0.72 2.24
H 4.96 2.95 2.79
H 4.21 2.02 4.07
H 2.66 2.97 1.60
H 2.89 4.02 2.99
H 0.69 2.52 2.73
H 1.38 2.81 4.32
H 2.26 0.69 4.39
O 0.41 -2.99 1.51
Se 0.16 -2.37 3.05
O 1.64 -2.08 3.66
O -0.71 -0.96 2.90
O -0.66 -3.43 3.94
C -4.10 4.36 2.50
N -2.82 4.01 1.92
C -2.07 4.94 1.27
C -0.90 4.61 0.71
C -0.43 3.23 0.81
O 0.67 2.92 0.33
N -1.22 2.31 1.44
C -2.42 2.63 1.97
O -3.22 1.86 2.48
H -4.48 5.26 2.01
H -4.02 4.55 3.58
H -4.79 3.54 2.35
H -2.48 5.94 1.24
H -0.29 5.32 0.17
C -0.47 0.54 -0.83
C -1.33 1.53 -1.52
C -2.65 1.69 -1.08
C -3.50 2.60 -1.68
C -3.06 3.38 -2.74
C -1.76 3.22 -3.20
C -0.91 2.29 -2.61
H -3.00 1.05 -0.27
H -4.52 2.70 -1.31
H -3.72 4.10 -3.20
H -1.41 3.81 -4.04
H 0.09 2.18 -3.00
*
```

***

Entry 2:
Molecular formula: C18H26N2O3
Method: DFT, ωB97M-V/def2-TZVPD

Computed properties:
E_HOMO: -7.6439 eV
energy above the lowest of the compared OMol25 structures with the same formula, charge and spin: 294.1 kJ/mol
gap between HOMO and LUMO: 7.7 eV
SMILES: CCOC(=O)/C(C#N)=C\C1=C(N2CCCC2)C[C@@](C)(CC)OC1

Structure (ORCA input):
```
! RIJCOSX wB97M-V def2-TZVPD def2/J DEFGRID3
* xyz 0 1
C 5.53 0.71 0.75
C 4.50 -0.09 1.54
H 3.78 0.58 2.02
H 5.00 -0.69 2.30
O 3.81 -0.98 0.68
C 2.46 -0.90 0.62
O 1.82 -0.09 1.27
C 1.93 -1.91 -0.27
C 0.58 -2.17 -0.51
C -0.55 -1.44 -0.14
C -0.67 -0.09 0.16
N 0.06 0.89 -0.38
C 0.94 0.75 -1.53
H 0.33 0.74 -2.44
H 1.52 -0.18 -1.50
C 1.84 1.97 -1.48
H 2.25 2.23 -2.45
H 2.67 1.78 -0.79
C 0.92 3.04 -0.91
C 0.09 2.26 0.11
H -0.91 2.69 0.19
H 0.56 2.27 1.10
H 1.46 3.87 -0.45
H 0.28 3.44 -1.69
C -1.79 0.29 1.09
H -1.50 -0.02 2.10
H -1.99 1.35 1.11
C -3.09 -0.46 0.72
C -4.15 -0.20 1.79
H -3.76 -0.46 2.77
H -5.02 -0.82 1.60
H -4.45 0.85 1.78
C -3.56 0.01 -0.67
C -4.81 -0.72 -1.16
H -4.68 -1.80 -1.04
H -5.69 -0.42 -0.60
H -4.98 -0.51 -2.21
H -2.75 -0.13 -1.38
H -3.77 1.09 -0.62
O -2.84 -1.85 0.77
C -1.81 -2.30 -0.07
H -2.19 -2.43 -1.10
H -1.57 -3.30 0.31
H 0.39 -3.14 -0.96
C 2.86 -2.83 -0.80
N 3.59 -3.57 -1.27
H 5.05 1.33 0.00
H 6.10 1.34 1.42
H 6.21 0.03 0.24
*
```

***

Entry 3:
Molecular formula: C5H15NO
Method: DFT, ωB97M-V/def2-TZVPD

Computed properties:
E_HOMO: -8.0581 eV
energy above the lowest of the compared OMol25 structures with the same formula, charge and spin: 244.6 kJ/mol
gap between HOMO and LUMO: 8.8 eV
SMILES: CC(C)N(C)C.O

Structure (ORCA input):
```
! RIJCOSX wB97M-V def2-TZVPD def2/J DEFGRID3
* xyz 0 1
C 1.01 1.39 -1.20
N -0.25 0.70 -0.84
C -1.14 1.64 -0.29
C -0.40 -0.88 1.17
C -0.20 -0.68 -0.36
C -1.27 -1.47 -1.21
H 1.66 0.80 -1.81
H 0.67 2.34 -1.68
H 1.51 1.76 -0.16
H -1.39 2.39 -0.98
H -0.90 2.10 0.74
H -1.99 1.18 0.18
H 0.03 -1.88 1.41
H -1.48 -1.02 1.42
H -0.02 -0.22 1.81
H 0.82 -1.10 -0.72
H -1.44 -2.40 -0.56
H -2.31 -0.95 -1.20
H -1.00 -1.52 -2.29
H 2.06 -0.18 2.01
H 3.09 -1.45 2.10
O 2.92 -0.56 2.42
*
```